[1]
89
Properties=species:S:1:pos:R:3:forces:R:3:lowdin_spin:R:1 method="wB97M-V/def2-TZVPD" total_energy_ev=-143141.76784 relative_energy_ev=1.495 total_charge=-1 orbital_gap_ev="6.8611 / 5.5467" homo_energy_ha="-0.174 / -0.229" spin_multiplicity=5
Rh -0.453 -0.363 0.730 -0.295 -0.278 -0.182 1.506
O 4.240 2.101 -0.711 -0.005 0.034 -0.035 0.003
C 4.636 0.899 -0.242 -0.069 -0.184 0.032 0.016
C 5.999 0.623 -0.286 0.135 0.082 -0.031 -0.002
C 6.488 -0.593 0.156 -0.134 0.000 -0.010 0.017
C 5.625 -1.560 0.666 0.332 0.117 -0.058 -0.001
C 4.274 -1.292 0.728 -0.067 0.122 -0.128 0.014
C 3.756 -0.073 0.277 0.108 0.163 -0.140 0.006
C 2.301 0.113 0.333 0.198 -0.046 0.092 0.094
O 1.577 -0.710 0.963 -0.055 0.150 0.017 0.216
N 1.738 1.155 -0.324 0.149 0.149 -0.070 0.257
N 0.434 1.078 -0.235 -0.013 0.207 -0.190 0.386
C -0.373 2.038 -0.852 0.136 -0.015 0.029 0.374
C -1.722 1.840 -0.702 -0.136 -0.175 0.128 0.077
C -2.729 2.682 -1.242 0.071 0.063 -0.038 0.132
C -4.040 2.424 -0.965 -0.074 -0.079 0.055 0.014
C -4.368 1.326 -0.152 -0.030 0.156 -0.126 0.187
C -3.353 0.513 0.327 0.024 -0.102 0.065 0.007
N -2.077 0.734 0.061 -0.084 0.371 -0.142 0.213
H 3.265 2.120 -0.721 -0.080 0.009 0.027 0.001
H 6.661 1.382 -0.685 -0.047 -0.020 0.004 -0.001
H 7.550 -0.793 0.088 -0.002 0.011 0.032 0.001
H 6.001 -2.514 1.015 -0.006 0.302 -0.146 0.000
H 3.577 -2.025 1.120 0.461 0.562 -0.413 0.001
H 0.077 2.865 -1.380 0.049 -0.031 -0.005 0.015
H -2.431 3.516 -1.863 -0.014 -0.002 0.042 0.005
H -4.820 3.060 -1.363 0.021 -0.015 0.011 -0.003
H -5.395 1.105 0.100 0.028 -0.028 0.019 0.011
H -3.569 -0.342 0.952 0.040 -0.001 0.007 -0.002
F 1.680 0.672 3.419 -0.051 -0.020 0.102 0.000
C 0.895 1.376 4.237 0.004 0.028 -0.006 -0.001
F 1.071 0.883 5.483 -0.033 0.106 -0.109 0.000
F 1.375 2.637 4.254 -0.023 -0.165 -0.072 0.000
C -0.603 1.333 3.735 0.061 0.149 -0.016 0.008
O -0.684 1.323 2.404 0.076 -0.387 0.174 0.084
C -1.304 0.101 4.417 -0.011 0.006 -0.099 0.000
F -0.538 -0.999 4.323 -0.086 0.106 -0.046 0.000
F -2.471 -0.160 3.816 0.077 -0.033 0.047 0.000
F -1.577 0.283 5.728 0.067 -0.024 -0.148 0.000
C -1.314 2.626 4.270 0.040 0.065 -0.071 0.005
F -2.652 2.510 4.172 0.112 0.026 0.041 0.000
F -1.033 2.908 5.561 -0.060 -0.011 -0.143 0.002
F -0.963 3.697 3.546 -0.083 -0.104 0.113 0.001
O -2.961 -3.630 1.615 0.154 0.114 0.037 0.085
C -2.215 -2.717 1.560 0.130 0.228 -0.117 0.060
N -1.496 -1.758 1.552 -0.348 -0.555 0.288 0.102
O -0.667 -1.489 -1.411 0.288 -0.213 0.603 0.096
C -0.049 -2.591 -1.353 0.082 0.198 -0.210 0.002
O 0.587 -3.021 -0.360 -0.415 0.275 0.022 0.004
C -0.019 -3.485 -2.583 0.079 0.000 0.069 0.005
C 1.308 -4.235 -2.617 -0.207 0.285 0.361 0.001
Ge 1.780 -4.961 -0.811 0.457 -0.575 -0.491 0.000
C 2.884 -4.339 0.719 -0.307 0.141 -0.094 0.000
C 2.321 -3.543 1.723 -0.193 -0.373 0.327 0.000
C 3.063 -3.154 2.834 -0.188 -0.437 0.282 0.000
C 4.384 -3.559 2.964 -0.063 -0.184 0.084 0.000
C 4.953 -4.364 1.986 -0.204 -0.224 0.092 0.000
C 4.209 -4.754 0.875 -0.098 0.118 0.174 0.000
C 3.091 -6.282 -1.651 -0.146 -0.029 0.267 0.000
C 4.162 -5.773 -2.395 -0.007 -0.160 -0.006 0.000
C 5.050 -6.611 -3.060 -0.067 0.023 0.031 0.000
C 4.876 -7.990 -3.003 0.016 0.046 0.004 0.000
C 3.821 -8.517 -2.273 -0.065 0.027 0.029 0.000
C 2.940 -7.669 -1.603 0.114 0.053 -0.022 0.000
C 0.322 -6.077 -0.112 -0.014 0.089 -0.016 0.000
C 0.071 -6.178 1.257 -0.073 -0.059 -0.084 0.000
C -0.993 -6.935 1.734 -0.002 0.012 -0.015 0.000
C -1.824 -7.607 0.849 0.009 -0.002 -0.023 0.000
C -1.581 -7.528 -0.515 0.028 0.003 -0.041 0.000
C -0.516 -6.770 -0.988 0.059 0.045 0.048 0.000
H -0.203 -2.878 -3.470 -0.038 -0.017 -0.019 0.000
H -0.854 -4.185 -2.469 0.016 0.014 -0.072 0.000
H 2.110 -3.559 -2.929 0.017 -0.068 -0.047 0.000
H 1.297 -5.081 -3.305 0.026 0.003 0.007 0.000
H 1.303 -3.190 1.623 0.156 -0.070 0.043 0.000
H 2.604 -2.520 3.586 0.038 -0.009 -0.054 0.000
H 4.971 -3.248 3.822 -0.020 0.008 -0.027 0.000
H 5.982 -4.697 2.086 -0.031 0.031 -0.013 0.000
H 4.669 -5.384 0.128 0.027 -0.031 -0.028 0.000
H 4.313 -4.696 -2.447 0.017 -0.057 -0.025 0.000
H 5.874 -6.190 -3.626 -0.014 -0.015 0.011 0.000
H 5.563 -8.647 -3.525 -0.013 0.014 0.015 0.000
H 3.683 -9.592 -2.222 0.000 0.031 0.002 0.000
H 2.121 -8.097 -1.031 0.049 0.010 -0.039 0.000
H 0.706 -5.657 1.962 0.004 0.025 0.008 0.000
H -1.183 -6.986 2.800 0.014 0.001 -0.025 0.000
H -2.662 -8.186 1.218 0.026 0.016 0.002 0.000
H -2.223 -8.052 -1.214 0.014 0.012 0.025 0.000
H -0.330 -6.718 -2.057 -0.044 -0.010 0.025 0.000

=====

[2]
54
Properties=species:S:1:pos:R:3:forces:R:3:lowdin_spin:R:1 method="wB97M-V/def2-TZVPD" total_energy_ev=-74788.38538 relative_energy_ev=1.027 orbital_gap_ev="9.0613 / 7.5095" homo_energy_ha="-0.315 / -0.324" spin_multiplicity=2
Ru 0.183 -1.117 0.293 -0.127 0.110 0.026 0.749
C -0.689 -4.562 2.763 0.005 0.004 -0.003 0.004
C 0.149 -3.515 2.380 0.011 -0.004 -0.001 0.010
N -0.412 -2.826 1.389 0.014 0.020 0.019 0.003
N -1.604 -3.401 1.123 0.042 -0.037 0.004 0.000
C -1.791 -4.445 1.938 -0.034 0.010 0.006 0.012
B -2.546 -2.727 0.115 -0.003 -0.005 0.000 0.000
N -1.832 -2.634 -1.248 0.013 0.010 -0.020 0.000
C -2.141 -3.145 -2.448 -0.004 -0.009 -0.001 0.000
C -1.156 -2.784 -3.346 -0.010 -0.008 -0.006 0.000
C -0.251 -2.031 -2.595 0.004 0.001 0.014 0.000
N -0.678 -1.949 -1.341 0.001 -0.005 -0.042 -0.007
N -2.779 -1.281 0.604 -0.010 0.008 -0.019 0.001
C -3.930 -0.641 0.847 0.010 -0.028 0.006 0.002
C -3.647 0.679 1.129 0.005 0.038 0.008 0.002
C -2.260 0.770 1.026 0.013 -0.015 0.001 0.004
N -1.746 -0.420 0.723 0.044 -0.025 0.012 -0.005
H -0.512 -5.298 3.525 -0.002 -0.005 0.001 0.000
H 1.129 -3.249 2.737 -0.007 0.001 -0.014 0.000
H -2.696 -5.027 1.877 0.001 -0.002 0.003 0.001
H -3.582 -3.320 0.021 -0.001 0.000 0.001 0.000
H -3.037 -3.729 -2.576 0.000 0.001 -0.003 0.000
H -1.097 -3.030 -4.391 0.000 0.001 0.000 0.000
H 0.674 -1.557 -2.878 -0.002 0.001 -0.002 0.000
H -4.865 -1.172 0.795 -0.002 -0.001 -0.003 0.000
H -4.340 1.468 1.359 -0.001 -0.003 -0.001 0.000
H -1.629 1.638 1.097 0.000 -0.005 -0.006 0.002
O 4.098 -1.351 3.256 -0.033 -0.017 0.014 0.000
P 4.456 -0.364 2.116 0.011 -0.002 0.018 0.000
O 5.743 0.302 2.159 -0.010 -0.015 -0.024 0.000
O 3.295 0.815 2.111 -0.045 0.008 0.030 0.000
O 4.094 -1.095 0.749 0.043 0.004 -0.050 0.001
P 3.213 -2.453 0.464 0.027 -0.040 0.074 0.003
O 4.076 -3.183 -0.643 -0.023 0.022 -0.029 0.000
O 3.172 -3.208 1.747 -0.031 0.028 -0.011 0.001
O 1.957 -2.030 -0.241 0.033 -0.031 -0.009 0.020
H 3.674 -2.188 2.883 0.013 0.001 -0.009 0.000
H 4.758 -3.745 -0.256 0.004 0.008 0.015 0.000
C 1.236 3.623 2.292 0.020 -0.018 0.001 0.001
N 0.678 2.573 1.443 -0.024 0.001 0.030 0.007
C 1.589 1.745 0.653 0.015 0.019 -0.020 0.012
S 0.615 0.887 -0.665 0.008 -0.028 0.006 0.169
N 2.587 2.501 -0.037 -0.028 0.009 0.039 0.006
C 3.730 3.175 0.587 0.010 -0.048 0.013 0.001
H 0.410 4.073 2.841 -0.002 0.003 -0.001 0.000
H 1.681 4.397 1.671 0.010 0.010 -0.012 0.000
H 1.982 3.279 3.019 -0.006 0.006 -0.003 0.000
H 0.093 1.961 1.999 0.011 0.001 -0.004 0.000
H 2.835 2.038 -0.895 -0.006 0.016 -0.016 0.005
H 3.719 4.239 0.347 -0.001 0.018 -0.010 0.000
H 4.665 2.747 0.225 0.019 -0.005 0.018 0.000
H 3.742 3.067 1.666 -0.021 0.015 -0.024 0.000
O 1.418 -0.353 1.877 0.114 0.098 0.042 -0.004
C 2.089 0.636 1.589 -0.068 -0.113 -0.058 -0.001

=====

[3]
100
Properties=species:S:1:pos:R:3:forces:R:3:lowdin_charge:R:1 method="wB97M-V/def2-TZVPD" total_energy_ev=-223107.69789 total_charge=-1 orbital_gap_ev="5.4544 / 5.4335" homo_energy_ha="-0.123 / -0.123" spin_multiplicity=1
W -0.901 -0.117 0.194 -6.334 -3.298 10.467 1.152
O 2.516 -0.213 -1.790 -3.078 0.263 0.595 0.099
C 1.324 -0.166 -1.445 4.233 -0.575 2.556 -0.472
O 0.922 -0.242 -0.147 5.354 -0.053 -3.694 -0.390
C 0.165 0.013 -2.322 -3.047 0.397 -3.766 -0.491
O 0.171 0.024 -3.561 0.238 0.068 3.030 0.090
O -0.966 0.231 -1.601 1.464 0.732 -5.365 -0.293
C 2.511 4.277 -4.349 -0.247 -0.007 0.006 -0.111
C 1.067 4.423 -3.880 0.128 0.077 0.136 -0.253
C 0.887 4.234 -2.373 -0.123 -0.138 -0.217 -0.170
C 1.020 2.759 -1.969 -0.087 0.233 -0.523 -0.138
N 1.085 2.603 -0.535 -0.458 -0.119 0.801 -0.023
C 0.051 2.231 0.295 0.865 0.196 0.757 -0.133
Se -2.921 0.995 0.721 0.311 0.499 0.012 0.148
N 0.390 2.746 1.534 -0.480 -0.155 -1.594 -0.060
C -0.519 2.985 2.634 -0.318 0.016 0.683 -0.183
C -0.983 4.447 2.720 -0.088 -0.245 -0.124 -0.176
C -2.084 4.814 1.725 0.256 0.121 0.027 -0.255
C -1.602 4.895 0.285 -0.198 -0.056 0.088 -0.118
C 1.646 3.297 1.507 0.436 0.202 -0.438 -0.163
C 2.440 3.860 2.497 -0.023 -0.040 -0.182 0.002
C 3.709 4.273 2.123 -0.147 0.011 0.299 -0.097
C 4.165 4.141 0.818 0.123 0.013 -0.305 -0.097
C 3.371 3.604 -0.183 -0.119 0.013 0.229 -0.004
C 2.101 3.188 0.185 0.226 0.290 0.623 -0.154
H 2.582 4.506 -5.412 0.118 -0.013 -0.033 0.066
H 2.865 3.261 -4.201 0.153 -0.116 -0.008 0.065
H 3.164 4.956 -3.801 0.086 0.050 0.009 0.070
H 0.446 3.695 -4.406 -0.116 0.037 -0.071 0.111
H 0.713 5.421 -4.154 -0.084 -0.073 -0.002 0.104
H -0.112 4.576 -2.095 0.063 0.016 0.146 0.103
H 1.616 4.845 -1.833 -0.048 0.000 0.008 0.109
H 1.917 2.323 -2.416 -0.072 -0.080 -0.003 0.120
H 0.143 2.235 -2.349 0.149 0.129 0.132 0.121
H -0.010 2.707 3.565 -0.090 -0.081 -0.209 0.112
H -1.408 2.361 2.526 0.328 -0.177 -0.070 0.046
H -0.127 5.118 2.604 0.007 0.086 0.038 0.104
H -1.381 4.590 3.726 0.087 -0.018 0.114 0.110
H -2.502 5.779 2.022 -0.086 0.009 0.037 0.099
H -2.875 4.065 1.778 -0.133 0.012 0.095 0.081
H -0.670 5.456 0.212 0.114 0.049 -0.060 0.075
H -2.353 5.379 -0.334 -0.070 0.105 -0.176 0.071
H -1.455 3.891 -0.103 0.012 0.004 -0.163 0.032
H 2.092 3.957 3.514 -0.039 -0.026 0.094 0.114
H 4.363 4.698 2.871 0.052 0.030 0.040 0.096
H 5.167 4.461 0.578 0.131 0.032 -0.036 0.095
H 3.730 3.485 -1.192 0.074 0.027 -0.164 0.111
Cl -0.378 -3.227 3.765 -0.015 -0.384 0.103 0.688
C -1.612 -3.680 2.636 0.201 0.370 -0.291 -0.587
C -2.281 -4.873 2.792 -0.110 -0.112 0.038 -0.138
C -3.296 -5.229 1.918 -0.087 0.048 -0.018 -0.126
C -3.634 -4.375 0.876 -0.191 0.042 -0.013 -0.155
C -2.954 -3.193 0.709 0.200 0.417 -0.075 -0.551
Cl -3.352 -2.048 -0.541 -1.055 -0.972 -0.098 0.691
C -1.891 -2.786 1.569 -0.319 -0.271 -0.275 -0.455
N -1.289 -1.640 1.325 0.280 2.454 -2.767 -0.324
H -2.019 -5.522 3.614 0.051 -0.011 0.110 0.094
H -3.850 -6.139 2.076 -0.024 -0.168 -0.040 0.089
H -4.439 -4.620 0.202 -0.147 -0.052 -0.101 0.097
C -0.122 -2.851 -4.721 -0.067 -0.136 -0.040 -0.097
N 0.670 -3.079 -3.526 -0.111 0.388 0.514 -0.286
C 1.969 -2.433 -3.649 0.237 0.042 -0.062 -0.120
P 0.014 -3.340 -2.008 -0.251 -0.906 0.238 0.636
O -0.569 -2.228 -1.184 0.929 -0.787 -1.328 -0.364
N 1.258 -4.066 -1.181 -0.167 0.378 -0.527 -0.315
C 2.111 -5.054 -1.798 -0.125 -0.084 -0.020 -0.125
C 1.712 -3.561 0.094 -0.227 0.319 0.466 -0.082
N -1.110 -4.569 -2.343 0.459 0.687 0.316 -0.279
C -2.417 -4.189 -2.856 -0.045 -0.076 -0.167 -0.155
C -1.187 -5.692 -1.430 -0.026 -0.198 0.069 -0.100
H 0.502 -3.118 -5.578 -0.093 -0.009 -0.051 0.086
H -0.409 -1.798 -4.814 -0.051 -0.137 -0.043 0.077
H -1.001 -3.486 -4.726 -0.016 -0.009 -0.087 0.056
H 2.587 -3.020 -4.338 0.033 0.004 0.009 0.088
H 2.472 -2.360 -2.689 0.046 -0.127 -0.038 0.067
H 1.864 -1.417 -4.035 0.090 -0.132 0.032 0.074
H 1.700 -5.321 -2.767 0.054 -0.126 -0.099 0.080
H 2.169 -5.954 -1.175 -0.001 0.001 -0.005 0.082
H 3.128 -4.675 -1.939 0.023 0.046 0.003 0.082
H 1.082 -2.719 0.392 0.134 -0.184 0.131 0.050
H 2.748 -3.210 0.039 -0.009 -0.010 -0.084 0.092
H 1.647 -4.334 0.868 0.001 0.011 -0.018 0.089
H -2.430 -3.132 -3.120 -0.152 -0.046 -0.022 0.064
H -3.192 -4.355 -2.103 0.027 0.098 -0.018 0.051
H -2.660 -4.795 -3.738 -0.042 0.085 0.004 0.081
H -0.215 -5.860 -0.977 -0.044 -0.172 0.057 0.063
H -1.483 -6.586 -1.988 0.014 -0.044 0.046 0.085
H -1.919 -5.519 -0.632 0.080 -0.043 -0.028 0.066
Se 0.541 -0.247 2.498 1.009 1.534 1.398 0.774
C -0.440 0.072 4.155 0.077 -0.087 -1.196 -0.605
C -1.829 0.092 4.139 -0.166 -0.183 -0.093 -0.169
C -2.533 0.453 5.272 0.045 0.061 0.026 -0.094
C -1.861 0.785 6.437 -0.145 0.081 0.167 -0.123
C -0.476 0.730 6.469 0.006 -0.017 0.092 -0.117
C 0.234 0.376 5.336 0.073 -0.166 -0.327 -0.155
H -2.359 -0.172 3.231 0.055 0.063 0.017 0.030
H -3.611 0.492 5.229 -0.169 -0.017 0.046 0.098
H -2.417 1.092 7.312 -0.017 -0.001 0.104 0.086
H 0.051 0.978 7.382 0.059 0.004 0.044 0.091
H 1.313 0.335 5.339 0.164 0.085 0.081 0.090

=====

[4]
38
Properties=species:S:1:pos:R:3:forces:R:3:lowdin_spin:R:1 method="wB97M-V/def2-TZVPD" total_energy_ev=-118237.31455 relative_energy_ev=0.175 total_charge=-1 orbital_gap_ev="6.6401 / 6.1987" homo_energy_ha="-0.182 / -0.184" spin_multiplicity=3
V 1.236 -0.877 1.022 -0.962 0.008 -0.342 1.855
Cl -2.317 5.212 0.940 0.104 -0.049 -0.009 0.002
C -1.074 3.983 0.890 -0.261 -0.193 0.038 0.008
C 0.230 4.335 0.741 0.327 -0.082 -0.017 -0.002
C 1.259 3.362 0.705 -0.490 0.294 -0.042 0.009
I 3.217 3.961 0.465 0.276 0.030 -0.032 0.002
C 0.973 2.015 0.813 -0.091 -0.279 0.094 -0.002
O 1.842 1.056 0.798 -0.192 -0.200 -0.168 0.005
C -0.416 1.670 0.961 0.098 -0.404 0.014 0.001
N -0.654 0.332 1.070 0.448 0.109 0.054 -0.010
C -1.878 -0.093 1.254 -0.182 0.039 0.057 0.008
C -2.978 0.791 1.310 0.222 -0.248 0.004 -0.002
C -2.761 2.131 1.186 0.020 0.111 -0.027 0.007
C -1.443 2.614 1.011 -0.197 0.362 -0.001 -0.001
H 0.492 5.381 0.655 0.001 -0.003 -0.003 0.000
H -1.998 -1.163 1.376 -0.041 0.019 -0.014 0.000
H -3.969 0.388 1.455 -0.009 0.020 0.003 0.000
H -3.585 2.830 1.226 0.024 0.030 0.000 0.000
S 3.447 -3.544 4.736 0.209 -0.037 0.196 0.038
Sb 1.678 -3.331 3.405 -0.267 0.071 0.015 0.014
S 1.157 -0.994 3.387 0.062 -0.071 0.128 0.035
S 2.916 -2.814 0.786 0.147 0.787 0.019 0.012
O -2.007 -3.280 -3.273 0.068 0.149 -0.181 0.000
C -1.157 -2.432 -3.827 -0.198 -0.075 0.080 0.000
O -1.146 -2.203 -5.013 0.054 0.011 -0.087 0.000
C -0.213 -1.741 -2.910 0.075 0.127 -0.260 0.001
C 0.685 -0.780 -3.333 -0.029 -0.005 0.097 0.007
N 1.347 -0.356 -2.244 -0.055 -0.165 0.094 0.002
N 0.945 -0.997 -1.145 0.054 0.269 0.064 0.000
C -0.004 -1.832 -1.522 0.022 -0.140 0.171 0.008
C -0.628 -2.653 -0.426 0.109 0.091 -0.081 0.002
O -1.531 -3.443 -0.723 -0.006 0.056 0.092 0.001
O -0.160 -2.427 0.732 -0.078 0.308 -0.088 0.002
H -1.873 -3.333 -2.282 -0.001 -0.223 0.163 0.000
H 0.871 -0.388 -4.317 -0.010 -0.013 -0.010 0.000
H 2.074 0.334 -2.163 0.069 0.124 0.006 0.000
O 4.244 -0.605 1.180 -0.007 0.138 -0.021 0.012
N 3.182 -1.113 1.075 0.687 -0.968 -0.008 -0.013